{
  "formula": "C27H51BrClN9O3P2S",
  "method": "wB97M-V/def2-TZVPD",
  "species": ["C", "C", "C", "C", "C", "N", "C", "C", "C", "C", "C", "C", "C", "O", "Cl", "C", "Br", "C", "N", "S", "N", "C", "H", "H", "H", "H", "H", "H", "H", "H", "H", "H", "H", "H", "H", "H", "H", "O", "P", "N", "C", "C", "N", "C", "C", "N", "C", "C", "H", "H", "H", "H", "H", "H", "H", "H", "H", "H", "H", "H", "H", "H", "H", "H", "H", "H", "O", "P", "N", "C", "C", "N", "C", "C", "N", "C", "C", "H", "H", "H", "H", "H", "H", "H", "H", "H", "H", "H", "H", "H", "H", "H", "H", "H", "H"],
  "coordinates": [[-1.16318, 2.48526, 3.40725], [-0.82137, 1.52873, 2.74106], [-0.42751, 0.36500, 1.76053], [-1.74523, -0.50486, 1.57345], [-2.20870, -1.25854, 2.76001], [-1.42329, -1.19336, 3.99457], [-0.32002, -2.22975, 3.85222], [1.06524, -1.73543, 4.43356], [1.29302, -2.01494, 5.97863], [0.78734, -3.42591, 6.48566], [-3.51115, -2.08638, 2.64426], [-4.11033, -2.87828, 3.85299], [-3.18423, -4.02043, 4.41469], [-2.61770, -4.82617, 3.74177], [-3.03778, -4.08651, 6.24546], [-4.22087, -2.13621, 1.35458], [-5.85747, -3.18847, 1.04677], [-3.70085, -1.37461, 0.15475], [-4.21220, -1.31113, -1.14320], [-3.22660, -0.31472, -2.03498], [-2.04646, 0.16653, -0.92362], [-2.44132, -0.50998, 0.23758], [-1.73929, 3.17479, 4.07078], [-0.06132, 0.76374, 0.77563], [0.38286, -0.27830, 2.20241], [-2.03832, -1.46164, 4.77141], [-0.65761, -3.24077, 4.21368], [-0.17300, -2.33710, 2.72804], [1.93857, -2.11912, 3.83767], [1.07077, -0.60101, 4.31348], [2.42220, -2.00200, 6.14069], [0.89689, -1.19541, 6.65838], [1.05609, -4.28786, 5.80729], [1.07418, -3.64838, 7.56303], [-0.35230, -3.38177, 6.49101], [-4.31624, -2.11644, 4.67115], [-5.11427, -3.35438, 3.63225], [4.86374, -2.68148, 2.73004], [5.29083, -3.15257, 1.33770], [6.82639, -2.38783, 1.33766], [7.03234, -0.95189, 1.34126], [7.79950, -3.05825, 2.20132], [4.01106, -2.34114, 0.50603], [4.10247, -1.01400, -0.06872], [2.70244, -2.47730, 1.14998], [5.75300, -3.80979, -0.22750], [6.67306, -3.27766, -1.21103], [4.92706, -4.90236, -0.72791], [8.09270, -0.71828, 1.20180], [6.68438, -0.47392, 2.26625], [6.54956, -0.47572, 0.49209], [8.09957, -4.00845, 1.74609], [7.38339, -3.27334, 3.19268], [8.70894, -2.47346, 2.34483], [4.30061, -0.24908, 0.69042], [3.17089, -0.74458, -0.57630], [4.86344, -0.96542, -0.84780], [2.57681, -1.75275, 1.96565], [2.57489, -3.47887, 1.56566], [1.89086, -2.32920, 0.43105], [6.52685, -2.21346, -1.39963], [6.56169, -3.77948, -2.17665], [7.71071, -3.43414, -0.90416], [4.13929, -4.52910, -1.39197], [4.44779, -5.43235, 0.09865], [5.52382, -5.64219, -1.26895], [-2.27792, 3.21836, -5.81885], [-2.79112, 4.49958, -5.15879], [-3.25535, 3.77792, -3.67323], [-4.32521, 2.81077, -3.52622], [-2.11429, 3.42934, -2.82428], [-4.04164, 4.77718, -6.31981], [-5.41233, 4.32689, -6.18721], [-3.62169, 4.57750, -7.71121], [-3.27263, 6.02616, -4.42742], [-4.24396, 6.27751, -3.38339], [-2.83122, 7.23079, -5.11986], [-4.51554, 2.60586, -2.46752], [-4.11216, 1.86212, -4.03651], [-5.27309, 3.20293, -3.88512], [-1.66665, 4.34347, -2.41924], [-1.33979, 2.89154, -3.38435], [-2.39586, 2.80923, -1.97211], [-5.48464, 3.23450, -6.14234], [-6.01676, 4.66497, -7.03461], [-5.89588, 4.76415, -5.31331], [-3.65164, 3.51689, -7.99636], [-2.60368, 4.93910, -7.86656], [-4.26358, 5.13575, -8.39849], [-5.18375, 5.74618, -3.53858], [-4.49788, 7.33970, -3.31956], [-3.84836, 5.99930, -2.40282], [-3.60380, 7.59729, -5.80534], [-1.93000, 7.03047, -5.70419], [-2.57621, 8.02839, -4.41617]],
  "forces_ev_per_angstrom": [[-1.0, -0.4, 0.3], [0.7, -0.5, -1.1], [-1.3, 0.5, 1.0], [0.0, -0.6, 1.3], [-1.3, 0.9, -2.9], [-0.9, -1.5, -1.6], [1.1, 0.1, -1.0], [-0.6, 0.8, 0.8], [1.3, -0.6, 0.4], [-1.3, 0.4, 0.1], [-0.4, 0.1, -2.8], [0.2, 1.0, 0.8], [0.0, -0.1, -1.1], [-0.7, 1.0, 1.0], [-0.3, 0.2, -1.0], [1.9, 1.0, 0.8], [1.4, 0.9, 0.3], [1.0, 1.1, -1.1], [1.8, 0.7, 1.9], [0.2, -0.6, 2.3], [-2.8, -2.7, 1.6], [-0.3, -0.9, 1.4], [1.2, -0.9, -1.1], [-0.5, -0.3, 1.0], [-0.8, 0.8, -0.3], [0.4, 0.2, -0.3], [0.5, 1.0, -0.2], [-0.1, 0.0, 1.4], [-1.0, 0.0, 0.7], [0.0, -1.4, 0.0], [-1.3, 0.1, -0.2], [0.2, -1.0, -1.0], [0.0, 1.0, 0.8], [-0.1, 0.3, -1.4], [1.4, -0.2, 0.0], [0.3, -1.1, -0.8], [1.3, 0.5, 0.0], [-0.1, -3.5, 0.4], [1.2, 6.5, -2.5], [1.5, 0.4, -0.2], [-0.4, 0.3, 0.1], [-0.3, -0.7, 0.0], [-2.1, -0.4, -0.1], [0.5, -0.1, -0.4], [0.1, 0.1, 0.4], [-0.9, -2.7, 1.2], [1.1, 0.0, 0.4], [-0.2, 0.0, 0.0], [0.0, -0.3, 0.2], [0.1, 0.1, -0.1], [-0.2, 0.0, 0.0], [0.0, -0.1, 0.1], [0.1, 0.1, 0.0], [-0.2, 0.2, -0.2], [0.0, 0.1, 0.0], [-0.1, -0.2, 0.2], [0.2, 0.1, 0.1], [-0.1, 0.0, 0.0], [0.0, 0.1, 0.1], [0.2, 0.1, -0.2], [0.0, 0.0, 0.2], [-0.3, -0.2, 0.2], [0.0, 0.2, -0.1], [0.0, 0.0, -0.1], [0.0, 0.0, -0.1], [0.0, 0.0, 0.1], [3.0, 2.0, 0.0], [-6.5, -2.6, 1.3], [-0.3, -0.3, 1.5], [-0.2, -0.2, -0.5], [0.4, 0.4, -0.2], [0.0, 0.6, -2.1], [-0.1, 0.3, 0.6], [0.2, -0.4, 0.1], [2.8, 1.0, -1.0], [0.3, -0.5, 1.0], [-0.1, 0.0, -0.2], [0.3, 0.0, 0.0], [-0.1, 0.0, 0.0], [0.0, 0.0, -0.3], [0.1, 0.0, 0.0], [0.0, -0.1, 0.1], [-0.2, 0.1, -0.1], [-0.1, -0.1, 0.0], [0.3, 0.0, -0.1], [0.0, -0.2, 0.2], [0.1, 0.0, -0.1], [0.0, -0.1, 0.0], [-0.1, 0.1, 0.2], [0.1, -0.2, -0.1], [0.3, 0.0, -0.4], [-0.2, 0.0, 0.0], [0.0, 0.0, 0.0], [-0.1, 0.0, 0.0], [0.0, -0.1, 0.0]],
  "multiplicity": 1,
  "orbital_gap_ev": 6.673
}